This record from the OMol25 dataset describes C35H50Cl2N3OP3RhSi as an isolated structure. The level of theory is wB97M-V/def2-TZVPD.

Calculated values
HOMO energy (spin up / spin down): -9.1025 / -10.6498 eV
Total charge: +1
Strongest force on any atom: 0.699 eV Å⁻¹
Energy relative to the best compared isomer or geometry (same formula, charge and spin): 19.3 kcal/mol
<S²>: 6.08
2S+1: 5
Electronic energy: -3947.41892 a.u.
Frontier orbital gap (spin up / spin down): 5.7 / 5.4 eV
Lowest unoccupied orbital energy (spin up / spin down): -0.1250 / -0.1939 Ha

```
96
Properties=species:S:1:pos:R:3:forces:R:3
Rh -0.203718 -0.005025 0.565676 -0.30 -0.63 0.01
C -4.207102 0.738874 -0.034677 -0.09 -0.03 -0.02
P -2.918084 0.300771 1.180085 0.14 0.04 -0.14
C -3.212457 -1.492474 1.431232 -0.19 0.07 -0.03
N -4.310112 -2.015004 1.057622 0.23 -0.24 0.13
C -4.493957 -3.413983 1.023062 -0.09 0.21 0.00
C -5.759444 -3.890925 1.386391 0.01 -0.03 -0.03
C -6.060311 -5.233371 1.313754 0.00 0.07 0.00
C -5.126589 -6.127072 0.786113 0.02 -0.02 0.00
C -3.904925 -5.662667 0.354222 -0.05 -0.04 0.00
C -3.554280 -4.318864 0.509499 0.15 0.01 -0.07
N -2.286662 -3.932481 0.038844 -0.15 0.06 0.22
C -1.641181 -3.044520 0.666338 0.12 0.01 -0.11
P -0.087103 -2.270513 0.100215 0.22 0.21 -0.52
C -0.085577 -2.506801 -1.714823 -0.08 -0.06 -0.01
C 1.231508 -3.450822 0.701007 -0.01 -0.09 -0.01
C 1.038310 -4.790904 -0.022822 -0.04 -0.03 0.05
C 1.106241 -3.680233 2.206625 -0.01 0.05 0.01
C 2.623846 -2.913919 0.401701 0.02 0.03 -0.03
C -3.519355 1.069222 2.777524 -0.05 0.09 0.01
C -3.609568 2.586573 2.583154 -0.01 -0.01 0.03
C -2.502884 0.766122 3.878226 0.01 -0.04 0.02
C -4.903226 0.557520 3.180299 0.02 -0.04 0.01
H -5.200479 0.425469 0.281418 -0.01 -0.02 0.03
H -3.973081 0.234764 -0.971986 0.03 0.01 -0.02
H -4.203459 1.815569 -0.213054 0.02 -0.01 -0.01
H -6.490224 -3.169522 1.728879 -0.01 -0.01 0.02
H -7.031537 -5.584683 1.634150 -0.01 -0.02 0.00
H -5.367808 -7.177317 0.696019 -0.01 -0.01 0.00
H -3.178594 -6.327552 -0.094828 0.01 0.00 0.01
H 0.919369 -2.372239 -2.116697 0.00 -0.01 0.02
H -0.747343 -1.762881 -2.159406 0.02 0.02 0.02
H -0.451186 -3.500460 -1.971655 -0.01 0.00 0.02
H 0.020292 -5.169042 0.081612 0.02 -0.01 -0.01
H 1.715939 -5.523331 0.420668 0.02 0.00 0.00
H 1.273938 -4.727214 -1.084298 0.01 0.01 -0.01
H 0.136318 -4.100841 2.475312 0.13 0.07 -0.04
H 1.257511 -2.761022 2.771381 -0.01 -0.02 -0.01
H 1.867240 -4.404063 2.507705 0.02 -0.01 0.01
H 2.815867 -2.875723 -0.671642 0.00 0.08 -0.02
H 3.363052 -3.589911 0.836744 0.02 0.00 -0.01
H 2.770939 -1.926543 0.836796 0.01 0.02 0.02
H -2.646076 3.027777 2.334183 0.03 0.00 0.00
H -3.944095 3.040652 3.519239 -0.01 0.00 0.00
H -4.333582 2.858901 1.813038 0.02 0.00 0.00
H -1.490818 1.060218 3.593402 -0.07 -0.01 0.02
H -2.474396 -0.295753 4.120730 0.01 -0.03 -0.01
H -2.784202 1.303648 4.787248 0.00 0.01 0.02
H -5.671448 0.863061 2.470544 -0.01 0.00 -0.04
H -5.168806 0.982450 4.151803 0.00 0.01 0.02
H -4.934870 -0.526355 3.266551 0.01 0.00 0.01
Cl -2.730463 2.861464 -3.271406 -0.02 0.06 0.02
C -2.152400 3.478225 -1.795454 -0.01 -0.05 0.01
C -2.360808 4.801930 -1.450725 -0.05 0.04 -0.09
C -1.876866 5.302050 -0.259522 -0.01 0.05 0.02
Cl -2.146736 6.949764 0.117224 0.00 -0.08 -0.04
C -1.158909 4.476367 0.669385 0.09 -0.04 0.05
C -0.638951 4.948895 1.886589 0.04 -0.14 0.00
C 0.021221 4.071238 2.711450 -0.03 0.06 -0.02
C 0.147610 2.736512 2.320053 0.02 -0.04 0.03
N -0.326302 2.275348 1.176817 -0.11 -0.02 0.02
C -0.963252 3.122663 0.352410 0.04 0.00 -0.04
C -1.431178 2.565651 -0.935656 0.04 -0.12 0.03
O -1.207399 1.392744 -1.263350 0.09 0.32 0.07
H -2.899575 5.455213 -2.122721 0.00 -0.02 -0.02
H -0.764230 5.984813 2.165306 -0.01 0.03 -0.01
H 0.434369 4.393097 3.656566 0.00 0.01 0.01
H 0.646118 2.012520 2.954290 0.01 0.01 -0.01
C -0.864409 -2.592782 4.785797 -0.05 -0.03 -0.06
Si -2.200406 -3.198770 3.602114 -0.09 0.01 0.05
C -2.091096 -5.056802 3.359008 -0.05 0.03 -0.05
C -3.870235 -2.830233 4.388168 0.11 -0.04 -0.05
C -1.970184 -2.230429 1.907084 0.08 -0.16 0.20
C -0.748233 -1.318089 1.937687 -0.25 0.41 0.33
H -1.308582 -2.364390 5.756340 -0.03 -0.02 0.03
H -0.375017 -1.689015 4.419500 0.00 0.00 0.00
H -0.094883 -3.348555 4.946405 0.02 -0.01 -0.03
H -1.761649 -5.506078 4.298996 0.01 -0.01 0.02
H -1.407514 -5.386820 2.575128 -0.05 0.01 0.02
H -3.076459 -5.461938 3.124411 -0.03 0.00 -0.01
H -4.096167 -3.654275 5.070378 0.03 0.00 0.03
H -4.692884 -2.774614 3.678825 -0.02 -0.01 -0.05
H -3.855957 -1.915796 4.981117 0.00 0.04 -0.01
C 2.201567 2.557492 -0.493287 0.03 0.02 -0.04
P 1.838146 0.775652 -0.731036 0.13 0.10 -0.06
C 1.578581 0.722804 -2.539482 0.02 -0.05 -0.04
C 3.559037 0.160585 -0.665290 0.01 -0.03 0.01
H 3.043343 2.847874 -1.123750 0.00 -0.01 0.00
H 2.460675 2.753895 0.547117 0.01 0.00 0.01
H 1.348242 3.177679 -0.758778 -0.02 0.01 -0.02
H 2.397924 1.233211 -3.049162 0.00 0.00 -0.01
H 0.633081 1.185065 -2.814383 -0.02 0.02 0.03
H 1.551811 -0.313156 -2.877253 0.01 0.01 0.01
H 4.190258 0.821489 -1.261338 0.00 0.01 0.01
H 3.625100 -0.838530 -1.084959 -0.01 -0.07 0.02
H 3.938975 0.135677 0.354552 -0.02 0.00 0.04
```
Positions in Å, forces in eV/Å.

Mulliken population analysis, charges in e, atoms 1 to 5:
1 Rh -0.74
2 C -1.86
3 P 1.76
4 C -1.23
5 N -0.20